Entry 1:
Below is a structure of composition C7H14MgO3 at a distorted geometry, with properties calculated with wB97M-V/def2-TZVPD.

Each line ends with the Löwdin charge.
Cartesian coordinates (Å):
C 0.532 1.749 2.343  -0.047
O 0.871 0.635 1.525  -0.285
C 2.271 0.436 1.350  -0.162
C 2.481 -0.879 0.634  -0.175
O 1.679 -0.825 -0.533  -0.273
C 1.438 -2.042 -1.232  -0.088
H 0.984 1.630 3.336  0.104
H 0.888 2.680 1.882  0.108
H 2.768 0.412 2.330  0.143
H 2.659 1.269 0.743  0.148
H 2.215 -1.731 1.279  0.142
H 3.533 -0.978 0.331  0.146
H 0.457 -1.865 -1.936  0.103
H 2.137 -2.042 -2.080  0.091
H 1.630 -2.934 -0.617  0.099
C -1.224 -0.299 -2.212  -0.162
C -1.996 0.751 -1.828  -0.412
O -2.761 0.899 -0.709  -0.248
C -2.408 0.044 0.425  -0.237
Mg -0.301 -0.081 -0.019  0.800
H -1.527 -1.226 -1.674  -0.036
H -2.062 1.677 -2.420  0.085
H -2.965 -0.909 0.342  0.032
H -2.816 0.570 1.302  0.023
H -0.559 1.777 2.436  0.101

Summary:
Spin multiplicity: 1

=====

Entry 2:
Below is a cluster of 6 separate species, C36H28IN2O13S in total at a distorted geometry, with properties calculated with wB97M-V/def2-TZVPD.

Each line ends with the Löwdin charge.
Cartesian coordinates (Å):
C -0.428 3.640 6.140  -0.087
S -2.071 3.274 5.595  0.679
O -2.560 2.160 6.327  -0.234
O -2.087 3.179 4.178  -0.237
N -3.055 4.664 5.986  -0.034
C -2.581 5.918 6.071  -0.033
N -3.602 6.700 6.394  0.138
C -4.753 5.963 6.519  0.056
C -4.414 4.665 6.267  -0.179
C -5.294 3.470 6.284  -0.136
C -5.991 3.273 4.949  -0.843
O -6.251 4.141 4.204  0.053
I -6.502 1.246 4.489  1.001
H 0.165 2.938 5.563  0.095
H -0.125 4.657 5.931  0.065
H -0.332 3.395 7.191  0.089
H -1.576 6.255 5.928  0.158
H -3.499 7.695 6.527  0.191
H -5.696 6.399 6.780  0.156
H -6.044 3.552 7.065  0.146
H -4.726 2.575 6.507  0.076
C -2.934 -0.613 -0.461  0.037
C -4.205 -0.728 -0.084  0.031
C -4.757 0.091 1.026  -0.370
O -5.920 -0.022 1.365  0.027
C -3.836 1.047 1.692  0.006
C -2.567 1.161 1.315  0.027
C -2.015 0.339 0.208  -0.375
O -0.857 0.451 -0.131  0.108
H -2.515 -1.202 -1.267  0.127
H -4.889 -1.416 -0.565  0.112
H -4.254 1.640 2.494  0.058
H -1.882 1.851 1.790  0.108
C -9.709 -0.246 -3.442  0.025
C -8.522 -0.801 -3.674  0.021
C -7.504 -0.909 -2.600  -0.378
O -6.418 -1.412 -2.804  0.096
C -7.857 -0.381 -1.262  0.024
C -9.042 0.174 -1.027  0.030
C -10.064 0.285 -2.100  -0.384
O -11.144 0.789 -1.889  0.111
H -10.467 -0.155 -4.208  0.124
H -8.243 -1.195 -4.643  0.123
H -7.097 -0.471 -0.497  0.081
H -9.318 0.568 -0.057  0.123
C 3.937 0.045 -3.852  0.027
C 3.686 -1.194 -3.435  0.008
C 2.375 -1.548 -2.840  -0.372
O 2.148 -2.677 -2.450  0.095
C 1.351 -0.480 -2.732  0.018
C 1.604 0.756 -3.150  0.023
C 2.918 1.117 -3.743  -0.387
O 3.142 2.247 -4.123  0.102
H 4.887 0.330 -4.286  0.123
H 4.412 -1.993 -3.502  0.093
H 0.402 -0.760 -2.292  0.103
H 0.874 1.553 -3.079  0.120
C 5.499 -4.184 0.477  0.027
C 5.277 -3.625 -0.710  0.032
C 6.213 -2.616 -1.263  -0.352
O 6.007 -2.102 -2.345  0.063
C 7.402 -2.254 -0.457  0.028
C 7.624 -2.815 0.728  0.027
C 6.689 -3.825 1.289  -0.385
O 6.890 -4.335 2.369  0.111
H 4.831 -4.921 0.905  0.124
H 4.414 -3.869 -1.318  0.116
H 8.070 -1.519 -0.889  0.124
H 8.485 -2.569 1.336  0.124
C 9.876 -5.033 -5.779  0.023
C 10.301 -4.232 -4.806  0.020
C 9.485 -3.082 -4.345  -0.385
O 9.870 -2.351 -3.457  0.097
C 8.176 -2.860 -5.009  0.016
C 7.749 -3.661 -5.980  0.024
C 8.565 -4.812 -6.443  -0.386
O 8.177 -5.544 -7.327  0.111
H 10.454 -5.877 -6.132  0.123
H 11.252 -4.376 -4.308  0.122
H 7.598 -2.017 -4.652  0.111
H 6.797 -3.519 -6.476  0.122

Summary:
Total charge: +1
Spin multiplicity: 1

=====

Entry 3:
Below is an isolated molecule of C12H10 at a distorted geometry, with properties calculated with wB97M-V/def2-TZVPD.

Each line ends with the Löwdin charge.
Cartesian coordinates (Å):
C -0.092 -1.356 -3.263  -0.105
C 0.727 -1.917 -2.407  -0.050
C 0.806 -1.350 -1.023  0.069
C -0.046 -0.246 -0.707  -0.180
C -0.841 0.283 -1.626  -0.054
C -0.978 -0.281 -2.929  -0.035
C 0.079 0.296 0.734  -0.201
C -0.275 -0.470 1.786  -0.071
C -0.158 0.070 3.052  -0.116
C 0.205 1.396 3.221  -0.112
C 0.638 2.111 2.159  -0.065
C 0.472 1.563 0.919  -0.026
H -0.244 -1.692 -4.337  0.125
H 1.376 -2.523 -2.635  0.010
H 1.488 -1.809 -0.461  0.061
H -1.717 1.004 -1.631  0.139
H -1.702 0.126 -3.453  0.041
H -0.595 -1.570 1.628  0.150
H -0.628 -0.575 4.075  0.174
H 0.063 1.716 4.371  0.149
H 0.688 3.023 2.279  0.028
H 0.734 2.201 0.247  0.070

Summary:
Relative energy (zero: lowest compared OMol25 entry of this formula, charge and spin) in kJ/mol: 379.4
Structure (SMILES): c1ccc(-c2ccccc2)cc1
Spin multiplicity: 1

=====

Entry 4:
Below is an isolated molecule of C19H28N4O4S, with properties calculated with wB97M-V/def2-TZVPD.

Each line ends with the Löwdin charge.
Cartesian coordinates (Å):
C -7.191 -0.869 -0.460  -0.059
C -6.451 -0.421 0.793  -0.214
H -6.278 -1.276 1.456  0.122
H -7.006 0.356 1.321  0.125
O -5.198 0.174 0.470  -0.068
C -4.158 -0.652 0.280  -0.507
O -4.226 -1.856 0.398  0.098
C -2.964 0.108 -0.070  -0.361
C -1.694 -0.349 -0.327  -0.206
C -0.811 0.724 -0.634  -0.107
C -1.451 1.979 -0.596  -0.514
N -0.854 3.140 -0.826  0.120
C 0.433 3.066 -1.112  -0.345
N 1.155 1.961 -1.193  0.187
C 0.576 0.782 -0.959  -0.235
N 1.329 -0.317 -1.086  0.078
H 0.965 -1.202 -0.765  0.087
C 2.768 -0.297 -1.161  -0.154
H 3.084 -0.815 -2.072  0.115
H 3.099 0.740 -1.203  0.112
C 3.333 -1.007 0.078  -0.179
N 2.685 -2.296 0.236  -0.218
C 2.513 -2.727 1.610  -0.256
C 3.806 -2.943 2.403  -0.080
H 4.444 -3.677 1.916  0.066
H 4.360 -2.012 2.495  0.067
H 3.569 -3.303 3.401  0.072
H 1.939 -3.658 1.589  0.115
H 1.906 -1.973 2.120  0.114
C 3.151 -3.334 -0.673  -0.244
C 2.015 -3.825 -1.571  -0.079
H 1.183 -4.176 -0.965  0.070
H 1.661 -3.026 -2.218  0.062
H 2.359 -4.646 -2.194  0.070
H 3.549 -4.187 -0.113  0.109
H 3.963 -2.947 -1.297  0.115
H 4.428 -1.081 -0.012  0.123
H 3.102 -0.399 0.955  0.127
C 1.161 4.364 -1.322  -0.012
C 1.438 4.933 0.057  -0.511
O 2.258 4.513 0.827  0.115
O 0.628 5.959 0.317  -0.035
C 0.733 6.538 1.610  -0.047
H 0.396 5.829 2.369  0.099
H 0.095 7.418 1.603  0.092
H 1.769 6.813 1.820  0.095
H 2.103 4.165 -1.829  0.127
H 0.532 5.060 -1.874  0.124
S -3.127 1.846 -0.192  1.154
C -1.310 -1.791 -0.285  -0.012
H -0.534 -1.960 0.461  0.086
H -0.945 -2.113 -1.260  0.093
H -2.178 -2.390 -0.024  0.072
H -6.627 -1.652 -0.963  0.076
H -8.168 -1.258 -0.188  0.077
H -7.316 -0.031 -1.141  0.079

Summary:
Relative energy (zero: lowest compared OMol25 entry of this formula, charge and spin) in kJ/mol: 6.9
Structure (SMILES): CCOC(=O)c1sc2nc(CC(=O)OC)nc(NCCN(CC)CC)c2c1C
Spin multiplicity: 1

=====

Entry 5:
Below is a cluster of 2 separate species, C3H12N2O2 in total at a distorted geometry, with properties calculated with wB97M-V/def2-TZVPD.

Each line ends with the Löwdin charge.
Cartesian coordinates (Å):
C 1.008 0.466 0.154  -0.165
N -0.131 -0.358 -0.209  -0.156
C 0.008 -1.508 -0.972  -0.338
O -1.118 -2.366 -1.094  -0.040
C 0.545 1.077 1.684  -0.215
N 0.498 0.011 2.701  -0.017
H 1.123 1.425 -0.397  0.094
H 1.985 0.010 0.207  0.103
H -1.049 0.043 -0.141  0.109
H 0.255 -1.041 -1.965  0.123
H 0.834 -2.093 -0.404  0.154
H -1.813 -1.973 -1.657  0.097
H 1.221 1.949 1.850  0.096
H -0.534 1.300 1.539  0.096
H -0.287 0.108 3.233  0.012
H 0.609 -0.899 2.243  0.069
H -0.625 1.070 -1.600  0.012
H -1.097 1.512 -3.028  0.048
O -1.433 1.269 -2.148  -0.082

Summary:
Relative energy (zero: lowest compared OMol25 entry of this formula, charge and spin) in kJ/mol: 281.1
Structure (SMILES): NCCNCO.O
Spin multiplicity: 1

=====

Entry 6:
Below is a structure of composition C4H6BaO at a distorted geometry, with properties calculated with wB97M-V/def2-TZVPD.

Each line ends with the Löwdin charge.
Cartesian coordinates (Å):
H -1.719 -0.951 0.084  0.202
C -1.560 1.378 -0.288  0.064
C -1.199 0.117 -0.237  -0.125
C -0.097 -0.596 0.392  -0.163
C 0.971 -1.281 -0.385  -0.123
O 1.302 0.073 -0.098  -0.487
Ba 3.255 1.524 0.664  2.008
H -0.936 2.128 -0.780  0.078
H -2.249 1.797 0.448  0.103
H -0.128 -0.727 1.477  0.163
H 0.765 -1.473 -1.442  0.148
H 1.594 -1.990 0.167  0.132

Summary:
Relative energy (zero: lowest compared OMol25 entry of this formula, charge and spin) in kJ/mol: 102.4
Total charge: +2
Spin multiplicity: 1

=====

Entry 7:
Below is a cluster of 3 separate species, C4H13NO4 in total, with properties calculated with wB97M-V/def2-TZVPD.

Each line ends with the Löwdin charge.
Cartesian coordinates (Å):
C -0.331 -1.841 1.899  -0.083
N 0.500 -0.678 1.573  -0.283
C 0.423 0.317 2.641  -0.088
C 0.113 -0.099 0.277  -0.104
C 1.205 -0.286 -0.750  -0.487
O 2.320 -0.850 -0.321  0.141
O 1.118 0.057 -1.910  0.078
H -1.399 -1.617 1.938  0.092
H 0.027 -2.265 2.836  0.085
H -0.174 -2.602 1.129  0.092
H 0.748 -0.145 3.572  0.084
H 1.102 1.142 2.431  0.089
H -0.579 0.738 2.775  0.094
H -0.104 0.968 0.346  0.136
H -0.825 -0.504 -0.105  0.132
H 2.212 -1.054 0.619  0.103
H -2.272 1.393 -1.231  -0.008
H -3.734 1.505 -0.720  0.036
O -2.820 1.412 -0.406  -0.106
H -0.902 2.074 -3.184  0.055
H -0.408 0.796 -2.492  0.012
O -1.224 1.294 -2.725  -0.068

Summary:
Relative energy (zero: lowest compared OMol25 entry of this formula, charge and spin) in kJ/mol: 30.2
Structure (SMILES): CN(C)CC(=O)O.O.O
Spin multiplicity: 1

=====

Entry 8:
Below is a cluster of 8 separate species, C38H51N2O14 in total, with properties calculated with wB97M-V/def2-TZVPD.

Each line ends with the Löwdin charge.
Cartesian coordinates (Å):
C -4.429 1.036 -0.050  -0.012
C -3.525 0.689 -1.054  -0.118
N -3.883 0.322 -2.283  0.089
C -5.176 0.276 -2.574  -0.082
C -6.166 0.600 -1.641  -0.177
C -7.586 0.512 -2.039  -0.134
C -8.131 -0.612 -2.670  0.058
C -9.467 -0.650 -3.052  -0.014
C -10.268 0.418 -2.786  -0.028
N -9.728 1.481 -2.168  0.120
C -8.437 1.559 -1.806  0.035
C -5.778 0.989 -0.358  -0.008
H -4.074 1.315 0.932  0.122
H -2.463 0.694 -0.828  0.106
H -5.443 -0.010 -3.587  0.124
H -7.492 -1.466 -2.864  0.145
H -9.866 -1.527 -3.543  0.136
H -11.318 0.472 -3.039  0.151
H -10.330 2.272 -1.972  0.186
H -8.114 2.475 -1.327  0.162
H -6.517 1.228 0.399  0.123
O -0.734 -1.303 2.452  0.115
C -0.820 -1.788 1.364  -0.471
O -1.739 -1.336 0.460  -0.011
C -1.663 -2.123 -0.747  -0.154
C -0.267 -2.734 -0.748  -0.135
C 0.004 -2.893 0.747  -0.060
H -2.453 -2.877 -0.711  0.127
H -1.845 -1.465 -1.596  0.097
H -0.206 -3.656 -1.320  0.117
H 0.449 -2.030 -1.172  0.101
H -0.355 -3.847 1.139  0.141
H 1.050 -2.778 1.017  0.111
O -7.601 0.038 -8.868  0.154
C -8.134 0.589 -7.961  -0.473
O -7.444 0.974 -6.843  0.019
C -8.332 1.514 -5.868  -0.179
C -9.571 1.968 -6.639  -0.145
C -9.597 0.964 -7.791  -0.066
H -8.559 0.724 -5.145  0.093
H -7.819 2.327 -5.354  0.126
H -10.476 1.979 -6.033  0.106
H -9.413 2.974 -7.026  0.122
H -10.145 0.054 -7.539  0.131
H -9.991 1.357 -8.723  0.130
O 4.549 -0.711 -0.237  0.123
C 3.841 -0.146 0.541  -0.482
O 2.582 -0.573 0.808  0.011
C 1.917 0.339 1.703  -0.146
C 3.034 1.087 2.420  -0.141
C 4.127 1.106 1.354  -0.060
H 1.299 1.009 1.097  0.128
H 1.270 -0.232 2.361  0.104
H 2.737 2.069 2.779  0.117
H 3.367 0.507 3.281  0.107
H 4.040 1.966 0.687  0.133
H 5.141 1.076 1.743  0.115
O 1.445 -2.599 -3.632  0.117
C 1.100 -1.469 -3.822  -0.491
O 1.425 -0.466 -2.978  0.018
C 0.801 0.763 -3.390  -0.145
C 0.496 0.581 -4.874  -0.143
C 0.248 -0.925 -4.954  -0.067
H -0.108 0.897 -2.797  0.117
H 1.489 1.575 -3.172  0.127
H -0.338 1.193 -5.211  0.114
H 1.373 0.844 -5.466  0.120
H -0.792 -1.184 -4.744  0.128
H 0.541 -1.382 -5.894  0.126
O 4.368 2.703 5.031  0.101
C 5.318 1.972 5.003  -0.510
O 6.424 2.259 4.290  0.020
C 7.374 1.172 4.364  -0.138
C 6.998 0.407 5.627  -0.141
C 5.489 0.631 5.693  -0.067
H 7.270 0.569 3.459  0.121
H 8.370 1.604 4.399  0.116
H 7.302 -0.637 5.596  0.119
H 7.475 0.879 6.481  0.090
H 4.928 -0.118 5.130  0.121
H 5.087 0.684 6.701  0.125
O 9.608 2.741 6.520  0.127
C 8.935 3.336 7.308  -0.478
O 7.718 2.877 7.687  -0.002
C 7.064 3.821 8.556  -0.142
C 8.195 4.655 9.151  -0.145
C 9.219 4.646 8.015  -0.068
H 6.379 4.419 7.951  0.130
H 6.493 3.259 9.290  0.126
H 7.870 5.648 9.454  0.115
H 8.606 4.150 10.025  0.118
H 9.050 5.452 7.299  0.134
H 10.255 4.678 8.339  0.126
O 3.325 -5.370 1.967  0.122
C 3.351 -5.370 0.772  -0.487
O 2.683 -4.446 0.042  0.002
C 2.793 -4.727 -1.367  -0.151
C 4.049 -5.582 -1.499  -0.142
C 4.061 -6.329 -0.166  -0.073
H 1.893 -5.264 -1.679  0.124
H 2.837 -3.781 -1.898  0.110
H 4.029 -6.226 -2.375  0.115
H 4.925 -4.936 -1.570  0.120
H 3.478 -7.251 -0.201  0.129
H 5.051 -6.558 0.218  0.124

Summary:
Total charge: +1
Spin multiplicity: 1

=====

no.,Kohn-Sham gap (eV)
1,6.30
2,7.10
3,9.88
4,8.33
5,9.22
6,6.87
7,10.41
8,6.16